Entry 1:
Molecular formula: C23H42Br2F6N2O6S
Method: DFT, ωB97M-V with the def2-TZVPD basis set

Each line ends with the Löwdin charge.
Positions of all 82 atoms, in Å:
C -1.0204 -1.9242 2.4385  -0.127
C -1.7982 -1.7640 1.1426  -0.685
Br -3.4985 -2.7151 1.3584  0.747
C -1.0198 -2.3207 -0.0530  -0.162
C -1.1043 -1.4901 -1.3299  -0.387
C -2.5563 -1.1542 -1.7577  -0.091
C -2.9516 0.3230 -1.6904  -0.156
O -2.6801 0.8510 -0.4088  -0.123
C -2.1919 2.1608 -0.3367  -0.090
C -3.2552 3.0718 0.2299  -0.587
F -2.8050 4.3448 0.2505  0.137
F -3.5809 2.7191 1.4868  0.138
F -4.3907 3.0406 -0.4955  0.145
O -0.3080 -0.2933 -1.2214  0.100
C 0.0096 0.0866 -2.4745  -0.575
O 0.2987 1.1726 -2.8139  0.219
O -0.0203 -0.9958 -3.3072  0.047
C -0.3455 -2.1235 -2.5287  -0.780
Br -1.2858 -3.4506 -3.5096  0.988
S 1.2880 -2.9763 -2.1943  0.720
O 1.1150 -4.0736 -1.2928  -0.260
O 1.8932 -3.1945 -3.4714  -0.266
C 2.4578 -1.7841 -1.3519  -0.654
F 2.0064 -1.3810 -0.1695  0.158
F 2.7172 -0.7324 -2.1206  0.165
F 3.5548 -2.5108 -1.1844  0.166
H -0.0872 -1.3660 2.3822  0.088
H -0.7703 -2.9770 2.5793  0.086
H -1.6133 -1.6165 3.2934  0.044
H -2.0627 -0.7256 0.9926  0.077
H -1.3224 -3.3408 -0.2758  0.117
H 0.0216 -2.3642 0.2539  0.097
H -2.7282 -1.4632 -2.7857  0.079
H -3.2546 -1.7252 -1.1554  0.078
H -4.0254 0.3812 -1.8808  0.138
H -2.4663 0.8949 -2.4830  0.130
H -1.3397 2.1927 0.3433  0.151
H -1.8668 2.5684 -1.2932  0.144
C -3.9361 -0.8521 4.6627  -0.110
C -4.7656 -0.1726 5.7428  -0.270
N -4.0297 0.8497 6.4633  -0.202
C -4.6872 1.2934 7.6783  -0.252
C -6.0383 2.0080 7.5517  -0.086
C -3.4387 1.8868 5.6368  -0.244
C -4.3652 2.6968 4.7208  -0.080
H -3.0019 -1.2327 5.0791  0.076
H -4.4917 -1.6911 4.2417  0.054
H -3.6986 -0.1751 3.8401  0.060
H -5.0701 -0.9268 6.4730  0.118
H -5.6938 0.2082 5.2870  0.104
H -3.9916 1.9398 8.2200  0.110
H -4.8240 0.4105 8.3107  0.109
H -5.9333 3.0194 7.1615  0.055
H -6.5027 2.0882 8.5365  0.069
H -6.7297 1.4622 6.9091  0.066
H -2.6728 1.4178 5.0132  0.099
H -2.8905 2.5668 6.2933  0.114
H -5.0576 2.0558 4.1734  0.068
H -3.7680 3.2323 3.9822  0.059
H -4.9478 3.4385 5.2654  0.056
C 4.3655 -1.1577 -5.3668  -0.083
C 5.8747 -0.9893 -5.4329  -0.271
N 6.2881 0.4018 -5.4504  -0.202
C 7.6829 0.5897 -5.8028  -0.253
C 8.7523 0.0287 -4.8569  -0.087
C 5.7874 1.2122 -4.3547  -0.244
C 6.1017 0.7608 -2.9214  -0.081
H 3.8762 -0.6038 -6.1690  0.084
H 4.1056 -2.2113 -5.4740  0.074
H 3.9559 -0.8220 -4.4149  0.046
H 6.2396 -1.4505 -6.3542  0.117
H 6.3285 -1.5575 -4.6043  0.103
H 7.8546 1.6609 -5.9387  0.110
H 7.8282 0.1393 -6.7898  0.109
H 8.8384 0.6125 -3.9414  0.054
H 9.7262 0.0553 -5.3495  0.069
H 8.5527 -1.0083 -4.5856  0.065
H 4.7016 1.2817 -4.4575  0.101
H 6.1528 2.2312 -4.5027  0.114
H 5.9124 -0.3048 -2.7811  0.061
H 5.4624 1.3009 -2.2197  0.070
H 7.1342 0.9614 -2.6395  0.054

Results
molar mass: 748.46 g mol⁻¹
HOMO-LUMO gap: 7.98 eV
HOMO: -8.01 eV

***

Entry 2:
Molecular formula: C6H6O
Method: DFT, ωB97M-V with the def2-TZVPD basis set

Each line ends with the natural charge from an NBO analysis.
Positions of all 13 atoms, in Å:
C -1.5501 0.0431 -0.7010  0.150
C -0.6371 -0.7855 -0.8764  -0.263
C -0.2814 1.3627 0.2587  -0.292
C 0.3460 0.2715 -0.2324  0.359
C -1.7834 1.2484 0.1007  -0.506
C 1.7017 -1.5298 0.0797  -0.266
O 1.6602 -0.2224 -0.3239  -0.497
H 0.1999 2.2892 0.4589  0.222
H -2.3778 1.9955 -0.4214  0.253
H -2.2024 1.0205 1.0670  0.258
H 2.7602 -1.8557 0.3587  0.204
H 1.2472 -2.1480 -0.7166  0.205
H 0.9169 -1.6895 0.9481  0.172

Results
molar mass: 94.11 g mol⁻¹
HOMO-LUMO gap: 9.06 eV
relative energy (zero: lowest compared OMol25 entry of this formula, charge and spin): 153.3 kcal per mole
HOMO: -9.06 eV

***

Entry 3:
Molecular formula: C36H72O12
Method: DFT, ωB97M-V with the def2-TZVPD basis set

Each line ends with the Löwdin charge.
Positions of all 120 atoms, in Å:
C 7.6093 11.3435 8.4152  -0.010
C 8.3853 12.5721 8.8487  -0.506
C 9.3844 12.3701 9.9729  -0.012
O 8.2184 13.6255 8.3392  0.089
H 8.2031 10.5706 7.9654  0.078
H 6.7509 11.6898 7.8190  0.094
H 7.3074 10.9280 9.3751  0.076
H 9.0627 11.5336 10.5982  0.082
H 9.4790 13.2511 10.5696  0.062
H 10.3108 12.0503 9.5234  0.072
C 10.5113 18.2408 16.2758  -0.013
C 11.7298 18.4906 15.4518  -0.552
C 12.6887 17.3645 15.2578  -0.004
O 11.9444 19.5547 15.0220  0.098
H 10.7768 18.6156 17.2618  0.091
H 10.2138 17.2168 16.3717  0.066
H 9.7446 18.9140 15.8549  0.097
H 13.6310 17.6802 14.7548  0.070
H 12.2437 16.5431 14.7245  0.050
H 12.9582 16.9853 16.2497  0.098
C 12.7284 13.0322 15.3926  -0.003
C 12.4748 11.6388 14.8816  -0.522
C 13.5690 10.6678 15.1478  -0.025
O 11.4628 11.2889 14.3415  0.062
H 13.7099 13.3419 15.0862  0.085
H 12.7245 13.0075 16.4754  0.092
H 11.9653 13.6891 15.0739  0.047
H 13.3063 9.6527 14.8587  0.083
H 13.8534 10.8079 16.2174  0.103
H 14.4585 10.9919 14.5643  0.083
C 16.5132 21.2818 13.2515  -0.007
C 15.5869 20.3384 12.5283  -0.495
C 15.0177 19.3143 13.3828  -0.033
O 15.3479 20.3737 11.3409  0.047
H 15.8895 21.8329 13.9681  0.099
H 17.0346 21.8953 12.5239  0.085
H 17.2543 20.7070 13.7974  0.089
H 15.3043 18.3012 13.1507  0.072
H 13.9245 19.3365 13.4394  0.078
H 15.3469 19.5014 14.4306  0.102
C 11.9475 12.0962 6.8630  -0.025
C 13.4225 12.1415 6.9435  -0.498
C 14.0466 12.5230 8.3029  -0.016
O 14.1587 11.7717 6.0703  0.080
H 11.5114 11.2421 7.3297  0.074
H 11.6799 11.9825 5.8044  0.095
H 11.4823 12.9839 7.2863  0.064
H 15.0933 12.1827 8.3465  0.074
H 13.4679 11.9621 9.0794  0.073
H 14.0062 13.5959 8.5601  0.083
C 8.8751 13.2672 13.8492  -0.012
C 9.1274 14.7151 13.8817  -0.486
C 7.9072 15.5951 13.9559  -0.018
O 10.2383 15.1851 13.9778  0.041
H 8.3418 13.0210 14.7399  0.089
H 9.7991 12.6934 13.7913  0.055
H 8.2044 12.9496 13.0392  0.094
H 8.1306 16.6789 13.8969  0.089
H 7.4037 15.4963 14.9385  0.099
H 7.1423 15.4426 13.2332  0.066
C 10.7490 16.1462 7.1865  -0.009
C 10.4303 15.7705 8.5794  -0.498
C 9.3656 16.4705 9.4331  0.008
O 11.1365 14.9442 9.1251  0.004
H 11.5689 15.5548 6.7913  0.080
H 11.0549 17.2317 7.2150  0.084
H 9.8957 16.1549 6.5067  0.094
H 9.0989 17.3526 8.9009  0.066
H 9.9016 16.7144 10.3446  0.068
H 8.5212 15.7791 9.5682  0.078
C 16.6043 12.8500 10.9630  -0.024
C 17.3713 11.9539 11.9188  -0.495
C 18.8456 11.9931 11.6965  -0.019
O 16.8481 11.4096 12.8612  0.054
H 16.6456 13.8778 11.3432  0.079
H 15.5473 12.6329 10.8487  0.056
H 17.1103 12.8258 9.9859  0.092
H 19.3442 11.7053 12.6344  0.090
H 19.2242 12.9651 11.4879  0.072
H 19.1330 11.2725 10.9032  0.107
C 16.6450 18.8943 9.2152  -0.018
C 16.8067 18.0506 10.4444  -0.544
C 15.8497 16.9520 10.6830  -0.022
O 17.6890 18.2375 11.2213  0.084
H 16.4513 18.2164 8.3318  0.109
H 17.5010 19.5514 9.0868  0.090
H 15.7030 19.4140 9.2656  0.043
H 15.6946 16.8380 11.7631  0.068
H 16.1503 16.0286 10.2337  0.078
H 14.8591 17.0748 10.2465  0.077
C 16.2898 8.2982 12.1504  -0.022
C 15.6227 9.3719 11.3493  -0.502
C 14.2298 9.9066 11.8019  -0.005
O 16.1237 9.7973 10.3427  0.059
H 15.6565 7.4335 12.3741  0.083
H 16.6006 8.7544 13.1225  0.098
H 17.1697 7.9666 11.6199  0.078
H 13.6760 9.1160 12.3299  0.084
H 13.8003 10.2697 10.8823  0.062
H 14.3672 10.7473 12.5005  0.045
C 12.5407 16.0498 11.8944  -0.008
C 13.2327 14.7020 12.1546  -0.459
C 12.4579 13.4056 11.9710  0.008
O 14.3589 14.6767 12.5694  0.053
H 12.3930 16.1099 10.7933  0.064
H 13.2962 16.7556 12.1862  0.051
H 11.5744 16.1001 12.4393  0.072
H 13.1019 12.5309 12.0869  0.065
H 12.1166 13.4246 10.9242  0.066
H 11.5889 13.3833 12.5983  0.048
C 12.3572 19.2570 9.9805  -0.021
C 12.3164 19.9242 8.6507  -0.492
C 12.9740 21.2934 8.6597  -0.013
O 11.8473 19.4125 7.6510  0.055
H 12.0389 18.1893 9.8248  0.077
H 11.6105 19.7418 10.6499  0.110
H 13.3412 19.3495 10.4557  0.062
H 14.0384 21.1978 8.7659  0.066
H 12.6426 21.7944 9.5840  0.092
H 12.7449 21.8927 7.7828  0.082

Results
molar mass: 696.96 g mol⁻¹
HOMO-LUMO gap: 9.67 eV
relative energy (zero: lowest compared OMol25 entry of this formula, charge and spin): 16.3 kcal per mole
SMILES string: CC(C)=O.CC(C)=O.CC(C)=O.CC(C)=O.CC(C)=O.CC(C)=O.CC(C)=O.CC(C)=O.CC(C)=O.CC(C)=O.CC(C)=O.CC(C)=O
HOMO: -9.30 eV

***

Entry 4:
Molecular formula: C6H4ClN
Method: DFT, ωB97M-V with the def2-TZVPD basis set

Each line ends with the natural charge from an NBO analysis.
Positions of all 12 atoms, in Å:
N 2.0923 1.5437 -1.7199  -0.308
C 1.2705 0.8058 -1.2658  0.271
C 0.3624 -0.1475 -0.6756  -0.203
C -0.2726 0.0312 0.5166  0.035
Cl 0.2038 0.6021 2.0606  0.076
C -1.5024 -0.8638 0.5286  -0.273
C -1.4722 -1.5204 -0.6415  -0.129
C -0.4315 -0.9399 -1.6011  -0.472
H -2.2225 -1.0384 1.3596  0.246
H -2.4849 -2.0184 -1.0384  0.225
H 0.0850 -1.6911 -2.2032  0.258
H -1.2134 -0.4871 -2.2755  0.274

Results
molar mass: 125.56 g mol⁻¹
HOMO-LUMO gap: 9.05 eV
relative energy (zero: lowest compared OMol25 entry of this formula, charge and spin): 28.9 kcal per mole
SMILES string: N#CC1=C(Cl)C=CC1
HOMO: -9.43 eV

***

Entry 5:
Molecular formula: C6H9N
Method: DFT, ωB97M-V with the def2-TZVPD basis set

Each line ends with the natural charge from an NBO analysis.
Positions of all 16 atoms, in Å:
C -0.9480 1.7735 0.4737  -0.426
N -0.4221 0.7660 -0.4415  -0.436
C 0.9772 0.4110 -0.3643  -0.065
C 1.1707 -0.9909 0.2545  -0.252
C -0.2376 -1.3574 0.6748  -0.411
C -0.6804 -0.6816 -0.6533  -0.024
C 0.7867 -0.8075 -1.1848  -0.249
H -0.4295 1.8381 1.4439  0.176
H -2.0277 1.7445 0.6631  0.207
H -0.7566 2.7148 -0.0533  0.202
H 1.7756 1.1409 -0.3748  0.211
H 2.1294 -1.3252 0.6382  0.224
H -0.5756 -0.7721 1.5392  0.193
H -0.4489 -2.4283 0.7568  0.214
H -1.5530 -1.0082 -1.2279  0.206
H 1.2399 -1.0176 -2.1443  0.230

Results
molar mass: 95.14 g mol⁻¹
HOMO-LUMO gap: 9.09 eV
relative energy (zero: lowest compared OMol25 entry of this formula, charge and spin): 86.2 kcal per mole
HOMO: -7.91 eV

***

Number 1: LUMO level -0.03 eV. Number 2: LUMO level -0.01 eV. Number 3: LUMO level 0.37 eV. Number 4: LUMO level -0.38 eV. Number 5: LUMO level 1.18 eV.